Record 1
Density functional theory data (ωB97M-V/def2-TZVPD) for a cluster of 13 separate species, BF4H24O12 in total at a distorted geometry.

Summary:
molecular weight	302.98	g/mol
total charge	-1
calculated total energy	-1341.917925	Ha

Positions of all 41 atoms, in Å:
B1 -1.2770 -34.3870 1.3400
F1 -1.4050 -35.1160 0.1280
F2 -0.7130 -35.0560 2.4310
F3 -0.5580 -33.2760 1.0400
F4 -2.5320 -33.8590 1.5940
O1 -2.6860 -35.1710 5.1720
H1 -1.8490 -35.5370 4.9420
H2 -3.1520 -35.3120 4.3620
O2 2.1100 -33.6550 2.2260
H3 1.5910 -34.0240 1.5470
H4 2.4150 -34.3050 2.8610
O3 -2.4240 -32.6430 4.2210
H5 -2.5930 -33.5710 4.3710
H6 -2.6860 -32.2950 5.0800
O4 -1.3230 -32.5260 -1.5170
H7 -0.9660 -32.8580 -0.7100
H8 -0.7080 -31.8280 -1.8070
O5 -4.5510 -34.7560 3.0300
H9 -3.8440 -34.4140 2.5370
H10 -5.0940 -35.2410 2.3720
O6 -5.1570 -32.4860 0.7280
H11 -5.3880 -33.3790 0.9060
H12 -5.1480 -32.1250 1.6380
O7 0.2500 -35.0300 5.1310
H13 0.1150 -34.4180 4.4140
H14 1.1270 -35.2410 4.9050
O8 1.6020 -34.4620 -0.3770
H15 2.3140 -35.0540 -0.2480
H16 0.8400 -34.9880 -0.6580
O9 -3.7480 -34.2590 -1.1140
H17 -3.8710 -33.6100 -0.3740
H18 -2.9530 -34.6670 -0.9050
O10 1.2690 -31.7300 -1.3150
H19 1.6970 -31.7220 -2.1670
H20 1.1670 -32.6500 -1.1490
O11 -2.0650 -31.0580 1.3550
H21 -2.1580 -31.9750 1.5230
H22 -2.4720 -30.7920 0.5400
O12 0.1790 -32.5040 3.7210
H23 -0.7590 -32.4920 3.7270
H24 0.4330 -33.0640 3.0010


Record 2
Density functional theory data (ωB97M-V/def2-TZVPD) for the ion C2H3N2O2 with charge -1 at a distorted geometry.

Summary:
molecular weight	87.06	g/mol
total charge	-1
calculated total energy	-337.881965	Ha

Positions of all 9 atoms, in Å:
C1 3.6280 0.1174 0.3781
C2 0.0694 -0.0107 0.2123
N1 2.6109 0.6409 0.8466
N2 2.0222 0.9835 -0.4963
O1 4.6800 -0.4083 0.1307
O2 1.0247 0.0149 -0.7818
H1 0.0047 -0.9509 0.5888
H2 -1.0296 0.2814 -0.1500
H3 0.2186 0.7040 0.9863


Record 3
Density functional theory data (ωB97M-V/def2-TZVPD) for a cluster of 10 separate species, C18H43FNO12P in total at a distorted geometry.

Summary:
molecular weight	515.51	g/mol
total charge	0
calculated total energy	-2109.854757	Ha
SMILES	CP(O)c1ccc2c(c1)C(=O)N(F)C2=O.CO.CO.CO.CO.CO.CO.CO.CO.CO

Positions of all 76 atoms, in Å:
C1 -3.8083 -5.9859 2.9860
P1 -4.3363 -4.5420 1.8530
O1 -5.4302 -5.1108 0.5918
C2 -2.8232 -3.8257 0.8637
C3 -1.2819 -3.7789 1.4887
C4 -0.0448 -3.1038 0.5890
C5 -0.4505 -2.5632 -0.9036
C6 -1.9597 -2.6493 -1.5371
C7 -3.2031 -3.2646 -0.6652
C8 -1.8540 -2.0298 -3.0504
O2 -2.5738 -2.2912 -4.1654
N1 -0.6682 -1.0822 -2.9139
F1 -1.1698 -0.0755 -2.1245
C9 0.4012 -1.8450 -2.1037
O3 1.6923 -1.8630 -2.4426
H1 -4.1257 -7.0353 2.5756
H2 -4.3840 -5.8473 4.0205
H3 -2.6603 -5.9895 3.2152
H4 -5.9135 -4.2687 0.2907
H5 -1.0127 -4.2076 2.5567
H6 1.0661 -3.0342 0.9579
H7 -4.2840 -3.2918 -1.1196
C10 -6.7003 -4.8065 5.8642
O4 -6.6231 -5.7887 4.8476
H8 -6.2608 -3.8772 5.4944
H9 -7.7469 -4.6330 6.1260
H10 -6.1451 -5.1453 6.7424
H11 -7.0203 -6.6013 5.2045
C11 5.3610 -1.9297 -0.9074
O5 4.3322 -1.4802 -0.0450
H12 6.3289 -1.6991 -0.4562
H13 5.2748 -3.0100 -1.0471
H14 5.2796 -1.4194 -1.8703
H15 3.4861 -1.6984 -0.4716
C12 4.3133 1.8192 0.0876
O6 3.1451 2.2368 -0.5944
H16 4.7523 2.6788 0.5994
H17 4.0533 1.0539 0.8229
H18 5.0329 1.4196 -0.6312
H19 2.7782 1.4535 -1.0386
C13 -0.0883 -0.1211 2.9794
O7 0.8944 -0.9690 3.5448
H20 -0.9916 -0.7042 2.7856
H21 -0.3210 0.6856 3.6787
H22 0.2840 0.2932 2.0392
H23 1.6836 -0.4243 3.7056
C14 2.1886 3.8569 -3.8260
O8 2.2658 2.8747 -4.8426
H24 2.6281 4.7862 -4.1958
H25 1.1420 4.0304 -3.5642
H26 2.7437 3.5181 -2.9478
H27 1.8686 2.0621 -4.4857
C15 -0.4661 6.3430 -2.8755
O9 0.8611 6.8349 -2.8484
H28 -0.4542 5.2756 -2.6428
H29 -1.0663 6.8696 -2.1295
H30 -0.8906 6.4917 -3.8714
H31 0.8187 7.7833 -3.0585
C16 1.5746 -3.4047 6.2442
O10 0.2213 -3.0675 6.4875
H32 1.9421 -4.0175 7.0706
H33 1.6483 -3.9710 5.3126
H34 2.1719 -2.4920 6.1765
H35 -0.0770 -2.5243 5.7383
C17 5.7782 2.0221 -4.7618
O11 4.7898 1.8896 -3.7569
H36 6.7217 1.6183 -4.3875
H37 5.4728 1.4646 -5.6505
H38 5.9089 3.0787 -5.0084
H39 3.9646 2.2561 -4.1176
C18 -3.2997 9.5116 -2.5258
O12 -2.0799 8.9245 -2.9401
H40 -3.6214 9.0420 -1.5934
H41 -3.1526 10.5817 -2.3604
H42 -4.0611 9.3520 -3.2932
H43 -1.8197 9.3611 -3.7691


Record 4
Density functional theory data (ωB97M-V/def2-TZVPD) for a cluster of 2 separate species, C9H9N3O2 in total at a distorted geometry.

Summary:
molecular weight	191.19	g/mol
total charge	0
calculated total energy	-662.983066	Ha
SMILES	O=c1cc[nH]c(=O)[nH]1.c1ccncc1

Positions of all 23 atoms, in Å:
C1 0.3339 -1.5647 0.3152
C2 1.2326 -1.7094 -0.7243
C3 2.1566 -0.6399 -0.8742
C4 2.1862 0.3872 0.0311
C5 1.5002 0.3555 1.1582
C6 -0.4954 1.4905 -0.9337
C7 -0.7319 1.6581 0.5981
C8 -1.5818 0.8326 1.3160
C9 -1.8815 -0.4785 -0.5689
H1 -0.2997 -2.5174 0.6226
H2 1.2880 -2.3671 -1.3861
H3 2.6422 -0.9131 -1.9059
H4 3.0808 1.1369 -0.1712
H5 1.5261 1.1211 1.8796
H6 -1.2712 0.2901 -2.4396
H7 -0.3652 2.6010 1.0810
H8 -1.7871 1.0255 2.4833
H9 -2.7219 -0.8247 1.4175
N1 0.6561 -0.6915 1.2973
N2 -1.2705 0.3512 -1.3142
N3 -2.0607 -0.2175 0.8341
O1 0.2541 2.1707 -1.6067
O2 -2.3900 -1.4964 -1.1092


Record 5
Density functional theory data (ωB97M-V/def2-TZVPD) for a structure of composition C21H24AlF7NO7S3.

Summary:
molecular weight	658.59	g/mol
total charge	-1
calculated total energy	-3532.477130	Ha

Positions of all 64 atoms, in Å:
C1 0.4417 -0.3857 -4.1120
C2 1.9381 -0.4468 -4.2666
O1 2.5076 -0.0843 -5.2611
N1 2.6291 -1.0566 -3.1950
C3 4.0640 -1.2614 -3.4478
C4 2.3227 -0.5407 -1.9099
C5 1.8750 -1.3252 -0.9282
S1 1.6854 -3.0613 -1.3484
O2 0.4584 -3.1714 -2.0856
O3 2.9092 -3.5608 -1.8994
C6 1.4411 -4.1138 0.1836
F1 0.2847 -3.9067 0.7742
F2 2.4520 -3.9756 1.0235
F3 1.4628 -5.3577 -0.2985
C7 1.5394 -0.7670 0.4107
O4 1.3972 -1.5098 1.3454
C8 1.3911 0.7164 0.5030
C9 0.7279 1.2791 1.6055
O5 0.1887 0.5394 2.5882
C10 -1.2527 0.4044 2.5914
C11 -1.8510 -0.3131 1.3615
C12 -2.4525 -1.6575 1.8022
C13 -2.9391 0.5216 0.6396
C14 -2.6581 0.7742 -0.8545
C15 -1.8271 2.0508 -1.0316
C16 -3.9497 0.8692 -1.6910
C17 0.6533 2.6730 1.7281
S2 -0.1001 3.4321 3.1244
C18 1.1935 3.4964 0.7454
O6 1.0725 4.8498 0.8667
C19 1.8015 2.9508 -0.3931
S3 2.3899 4.0985 -1.6283
C20 1.9060 1.5602 -0.5068
C21 2.5613 0.9254 -1.6755
O7 3.2853 1.4880 -2.4567
H1 0.1123 -0.6130 -3.1012
H2 0.0793 0.5919 -4.4178
H3 0.0269 -1.1578 -4.7580
H4 4.1863 -2.1374 -4.0786
H5 4.5587 -1.4598 -2.5006
H6 4.5135 -0.3885 -3.9121
H7 -1.7467 1.3710 2.7182
H8 -1.4695 -0.1763 3.4804
H9 -1.0923 -0.5358 0.6175
H10 -3.4505 -1.5158 2.2124
H11 -1.8296 -2.1595 2.5378
H12 -2.5504 -2.3165 0.9355
H13 -3.8934 0.0005 0.7098
H14 -3.0661 1.4930 1.1240
H15 -2.0393 -0.0424 -1.2396
H16 -2.3360 2.9017 -0.5754
H17 -1.6469 2.2571 -2.0875
H18 -0.8630 1.9440 -0.5343
H19 -4.8390 0.7773 -1.0694
H20 -4.0003 1.8086 -2.2397
H21 -3.9984 0.0566 -2.4162
H22 0.2581 2.4775 3.9935
H23 1.5605 5.1403 1.6492
H24 1.1721 4.4997 -2.0128
F4 -2.2106 -1.4283 5.0761
Al1 -1.4381 -1.8095 6.5447
F5 -1.2327 -3.4798 6.6508
F6 -2.3826 -1.2537 7.8279
F7 0.0634 -1.0345 6.5667


Record 6
Density functional theory data (ωB97M-V/def2-TZVPD) for a structure of composition C4H11NO at a distorted geometry.

Summary:
molecular weight	89.14	g/mol
total charge	0
calculated total energy	-288.813721	Ha

Positions of all 17 atoms, in Å:
C1 -0.9914 0.6323 0.2637
C2 1.1126 -1.3599 -0.5694
C3 1.3077 1.3977 0.1197
C4 -1.9599 -0.5231 0.0666
N1 0.4109 0.2546 0.0646
O1 0.8006 -0.6984 1.1022
H1 -1.0670 1.0057 1.2961
H2 -1.2217 1.4526 -0.4223
H3 0.1939 -1.8221 -0.9059
H4 1.6413 -0.8692 -1.3900
H5 1.7772 -2.0916 -0.1148
H6 1.2469 1.8667 1.1089
H7 2.3292 1.0531 -0.0347
H8 1.0435 2.1207 -0.6549
H9 -1.9790 -0.8567 -0.9726
H10 -1.6763 -1.3564 0.7083
H11 -2.9687 -0.2058 0.3344